{
  "formula": "C21H26O11",
  "method": "ωB97M-V with the def2-TZVPD basis set",
  "gap_ha": 0.2254,
  "de_lowest_kj_mol": 445.8,
  "e_lumo_ev": -2.369,
  "spin_multiplicity": 1,
  "smiles": "O=C1C=C(O)C(=O)C=C1O.O=C1C=C(O)C(=O)C=C1O.CC(C)=O.CC(C)=O.CC(C)=O",
  "total_charge": 0,
  "e_homo_ev": -8.5,
  "symbols": ["C", "C", "C", "O", "C", "C", "C", "O", "O", "O", "H", "H", "H", "H", "C", "C", "C", "O", "C", "C", "C", "O", "O", "O", "H", "H", "H", "H", "C", "C", "O", "C", "H", "H", "H", "H", "H", "H", "C", "C", "O", "C", "H", "H", "H", "H", "H", "H", "C", "C", "O", "C", "H", "H", "H", "H", "H", "H"],
  "coordinates": [[-2.347, -0.731, -5.299], [-0.849, -0.532, -4.993], [0.035, -1.461, -4.594], [1.113, -1.247, -4.184], [-0.395, -2.846, -4.553], [-1.836, -3.180, -5.130], [-2.862, -2.036, -5.240], [-4.048, -2.287, -5.610], [-2.373, -4.478, -5.306], [-0.345, 0.828, -5.003], [-3.010, -0.011, -5.564], [0.440, -3.585, -4.345], [-1.763, -5.000, -5.119], [0.737, 0.785, -5.195], [1.192, -1.219, -0.777], [2.354, -1.583, 0.099], [2.687, -0.617, 1.211], [3.754, -0.646, 1.881], [1.671, 0.276, 1.532], [0.400, 0.473, 0.707], [0.209, -0.297, -0.502], [-0.767, -0.035, -1.197], [-0.549, 1.436, 1.035], [3.332, -2.481, -0.254], [1.012, -1.695, -1.694], [1.920, 1.039, 2.173], [-0.410, 1.920, 2.000], [3.862, -2.498, 0.468], [0.231, 2.659, -2.191], [0.721, 3.473, -1.093], [1.767, 3.153, -0.596], [0.074, 4.780, -0.630], [0.229, 3.136, -3.067], [-0.870, 2.362, -2.073], [0.662, 1.893, -2.422], [-0.180, 5.206, -1.355], [0.712, 5.650, -0.137], [-0.965, 4.462, -0.052], [-1.329, 2.287, 5.148], [-0.346, 3.352, 4.753], [0.745, 3.043, 4.235], [-0.707, 4.837, 5.040], [-2.332, 2.788, 5.217], [-0.988, 1.730, 6.026], [-1.378, 1.580, 4.244], [-1.667, 5.161, 4.551], [0.201, 5.492, 4.966], [-1.106, 4.742, 6.074], [-0.327, -3.870, 1.548], [0.424, -3.473, 2.785], [0.493, -2.248, 3.050], [0.968, -4.486, 3.773], [0.040, -4.725, 1.161], [-0.258, -3.122, 0.869], [-1.490, -3.841, 1.567], [0.852, -4.253, 4.864], [2.118, -4.582, 3.602], [0.541, -5.476, 3.595]]
}


{
  "formula": "C21H27BrN4O5",
  "method": "ωB97M-V with the def2-TZVPD basis set",
  "gap_ha": 0.3071,
  "e_lumo_ev": -0.011,
  "spin_multiplicity": 1,
  "smiles": "CNC(=O)[C@H](Cc1ccc(O)cc1)NC(C)=O.COCCNC(=O)c1cncc(Br)c1",
  "total_charge": 0,
  "e_homo_ev": -8.4,
  "symbols": ["O", "O", "O", "Br", "N", "O", "O", "C", "C", "C", "C", "C", "C", "C", "C", "C", "C", "C", "C", "C", "C", "N", "N", "N", "C", "C", "C", "C", "C", "C", "C", "H", "H", "H", "H", "H", "H", "H", "H", "H", "H", "H", "H", "H", "H", "H", "H", "H", "H", "H", "H", "H", "H", "H", "H", "H", "H", "H"],
  "coordinates": [[-2.076, 1.494, -3.661], [2.148, 0.270, 4.647], [-2.093, 0.998, 3.376], [-0.088, 4.450, 0.506], [2.085, 1.493, -1.438], [-3.502, -3.330, -0.494], [1.108, -0.612, -5.576], [-1.089, 0.852, -3.344], [2.148, 1.382, 4.136], [-0.943, 0.632, 3.605], [1.691, 2.483, -0.623], [1.204, 1.001, -2.326], [-2.405, -1.219, -0.243], [-1.554, -3.198, 0.906], [-0.514, 2.490, -1.565], [-1.379, -0.448, 0.333], [-0.519, -2.424, 1.468], [0.403, 3.018, -0.662], [-2.499, -2.594, 0.048], [-0.123, 1.433, -2.402], [-0.431, -1.047, 1.185], [-0.625, -0.064, 4.701], [-1.138, -0.415, -3.884], [1.310, 1.765, 3.171], [1.395, -0.665, -6.981], [3.147, 2.419, 4.597], [-1.586, -0.511, 5.705], [0.487, -1.808, -5.081], [-0.226, -1.549, -3.747], [0.672, -0.209, 1.807], [0.174, 1.006, 2.611], [-3.608, -4.172, -0.052], [2.405, 2.888, 0.087], [1.579, 0.262, -3.024], [-3.139, -0.762, -0.890], [-1.622, -4.251, 1.131], [-1.526, 2.892, -1.607], [-1.344, 0.611, 0.139], [0.202, -2.887, 2.127], [0.357, -0.287, 4.834], [-1.945, -0.535, -4.490], [1.417, 2.709, 2.839], [2.003, -1.543, -7.220], [1.947, 0.230, -7.281], [0.468, -0.709, -7.562], [3.765, 2.728, 3.757], [3.777, 1.983, 5.371], [2.615, 3.276, 5.005], [-2.047, 0.355, 6.183], [-1.084, -1.118, 6.459], [-2.368, -1.102, 5.225], [1.242, -2.588, -4.944], [-0.248, -2.176, -5.805], [-0.811, -2.437, -3.484], [0.494, -1.421, -2.939], [1.329, 0.138, 1.011], [1.265, -0.847, 2.462], [-0.309, 1.670, 1.894]]
}


{
  "formula": "C21H27Cl2F7FeN2O17S2Tl",
  "method": "ωB97M-V with the def2-TZVPD basis set",
  "gap_ha": [0.2481, 0.1187],
  "s_squared": 6.469,
  "e_lumo_ev": [-4.519, -8.038],
  "spin_multiplicity": 5,
  "total_charge": 1,
  "e_homo_ev": [-11.3, -11.3],
  "symbols": ["Tl", "Fe", "Cl", "O", "O", "O", "O", "Cl", "O", "O", "O", "O", "C", "F", "F", "F", "S", "O", "O", "O", "C", "F", "F", "F", "S", "O", "O", "O", "N", "C", "C", "C", "C", "C", "H", "H", "H", "H", "H", "N", "C", "C", "C", "C", "C", "H", "H", "H", "H", "H", "C", "O", "H", "H", "H", "H", "C", "O", "H", "H", "H", "H", "C", "O", "H", "H", "H", "H", "F", "C", "C", "C", "C", "C", "C", "H", "H", "H", "H", "H"],
  "coordinates": [[-8.600, -20.775, -7.993], [-7.046, -27.194, -9.243], [-6.205, -23.988, -6.612], [-6.701, -22.883, -5.794], [-4.938, -24.421, -6.118], [-7.213, -25.041, -6.729], [-5.955, -23.465, -7.940], [-12.603, -22.099, -10.186], [-13.425, -20.943, -10.110], [-12.478, -22.433, -11.594], [-11.292, -21.614, -9.736], [-13.066, -23.153, -9.364], [-10.722, -25.508, -7.701], [-11.790, -24.708, -7.594], [-10.146, -25.578, -6.521], [-11.167, -26.701, -8.111], [-9.580, -24.836, -9.068], [-8.500, -25.840, -9.143], [-10.326, -24.755, -10.319], [-9.046, -23.576, -8.605], [-5.631, -24.649, -12.548], [-4.468, -25.191, -12.812], [-5.648, -24.040, -11.374], [-6.004, -23.752, -13.442], [-6.868, -26.089, -12.536], [-8.187, -25.573, -12.886], [-6.529, -26.989, -13.646], [-6.840, -26.727, -11.228], [-9.958, -24.197, -1.740], [-10.127, -25.094, -2.734], [-9.051, -25.642, -3.431], [-7.815, -25.051, -3.222], [-7.591, -24.217, -2.156], [-8.717, -23.884, -1.399], [-11.103, -25.512, -2.944], [-9.230, -26.427, -4.150], [-7.048, -25.273, -3.957], [-6.611, -23.878, -1.857], [-8.557, -23.290, -0.506], [-7.103, -27.676, -7.248], [-8.180, -28.259, -6.661], [-8.205, -28.671, -5.335], [-7.068, -28.578, -4.548], [-5.960, -27.963, -5.081], [-6.016, -27.608, -6.417], [-9.021, -28.509, -7.297], [-9.068, -29.246, -5.027], [-7.058, -29.006, -3.555], [-5.088, -27.782, -4.471], [-5.229, -27.048, -6.904], [-4.147, -25.992, -9.124], [-5.558, -25.773, -8.982], [-3.795, -25.846, -10.148], [-3.578, -25.293, -8.513], [-3.813, -26.996, -8.858], [-5.703, -24.844, -8.712], [-13.607, -27.020, -10.740], [-13.014, -25.758, -11.059], [-13.747, -27.596, -11.651], [-13.169, -27.648, -9.962], [-14.602, -26.748, -10.371], [-13.017, -25.216, -10.265], [-10.818, -22.620, -4.960], [-10.632, -22.424, -6.371], [-11.607, -21.918, -4.675], [-11.225, -23.623, -4.816], [-9.865, -22.464, -4.465], [-11.510, -22.479, -6.760], [-13.285, -27.705, -5.782], [-12.598, -28.848, -5.873], [-12.095, -29.439, -4.744], [-11.406, -30.646, -4.832], [-11.360, -31.342, -6.038], [-11.886, -30.702, -7.171], [-12.413, -29.438, -7.133], [-12.244, -28.991, -3.770], [-10.825, -31.076, -4.025], [-10.880, -32.309, -6.064], [-11.714, -31.275, -8.076], [-12.820, -28.855, -7.948]]
}


{
  "formula": "C21H27ClFN2O5S2",
  "method": "ωB97M-V with the def2-TZVPD basis set",
  "gap_ha": 0.3286,
  "e_lumo_ev": -2.438,
  "spin_multiplicity": 1,
  "total_charge": 1,
  "e_homo_ev": -11.4,
  "symbols": ["Cl", "C", "N", "C", "C", "N", "F", "C", "C", "C", "C", "H", "H", "H", "H", "H", "H", "H", "H", "H", "H", "H", "H", "H", "H", "C", "O", "C", "S", "C", "C", "C", "C", "C", "C", "O", "O", "S", "C", "C", "C", "C", "C", "C", "O", "O", "H", "H", "H", "H", "H", "H", "H", "H", "H", "H", "H", "H", "H"],
  "coordinates": [[0.614, -2.375, -3.127], [-0.401, -3.308, -1.941], [-0.210, -2.873, -0.531], [1.239, -3.101, -0.026], [1.295, -2.721, 1.440], [-0.029, -2.328, 1.883], [-1.094, -0.951, 5.856], [-1.011, -3.393, 1.730], [-1.129, -3.766, 0.275], [-0.470, -1.109, 1.207], [-0.624, -1.413, -0.265], [-1.461, -3.148, -2.212], [-0.122, -4.375, -2.039], [1.481, -4.164, -0.164], [1.909, -2.494, -0.647], [1.589, -3.582, 2.051], [1.951, -1.860, 1.634], [-0.679, -4.241, 2.337], [-1.966, -2.998, 2.091], [-2.131, -3.581, -0.111], [-0.853, -4.809, 0.092], [-1.434, -0.844, 1.653], [0.289, -0.341, 1.421], [-0.008, -0.760, -0.891], [-1.672, -1.326, -0.571], [1.432, -1.739, 8.438], [0.464, -1.626, 7.191], [-0.088, -0.559, 6.654], [1.180, 0.258, 5.459], [2.681, 0.960, 6.262], [2.616, 2.321, 6.535], [3.593, 2.892, 7.370], [4.651, 2.133, 7.860], [4.801, 0.817, 7.425], [3.822, 0.221, 6.607], [1.711, -0.805, 4.626], [0.397, 1.361, 4.897], [-1.256, 0.751, 7.577], [-2.689, 1.137, 6.479], [-2.654, 2.408, 5.882], [-3.505, 2.722, 4.798], [-4.311, 1.710, 4.272], [-4.312, 0.407, 4.848], [-3.637, 0.183, 6.064], [-1.562, -0.006, 8.780], [-0.577, 2.023, 7.662], [2.198, -2.489, 8.215], [1.881, -0.772, 8.746], [0.741, -2.200, 9.150], [1.768, 2.870, 6.147], [3.491, 3.937, 7.639], [5.378, 2.564, 8.559], [5.666, 0.231, 7.734], [3.911, -0.818, 6.292], [-1.955, 3.162, 6.275], [-3.536, 3.756, 4.391], [-4.977, 1.976, 3.445], [-4.834, -0.382, 4.291], [-3.771, -0.731, 6.711]]
}


no.,maximum force (hartree/bohr),E (a.u.)
1,0.2679,-1642.973099
2,0.0604,-3985.689646
3,0.0473,-6055.977464
4,0.0490,-2658.154702